Record 1
127
Properties=species:S:1:pos:R:3:forces:R:3:lowdin_charge:R:1 method="wB97M-V/def2-TZVPD" homo_lumo_gap_ev=8.5 e_tot_ev=-105384.9825 total_charge=+1
C -0.8934 4.3606 2.6233 0.2 0.1 0.0 -0.1198
O -2.1391 3.7188 2.6702 0.0 0.0 0.0 -0.1887
C -2.2832 2.7796 3.7367 -0.4 0.0 -0.3 -0.2068
C -2.9900 1.5259 3.2048 0.4 0.1 -0.1 -0.1587
C -2.5119 0.2174 3.8538 -0.4 -0.1 -0.4 -0.1743
C -2.6638 -1.0093 2.9247 0.1 0.0 0.5 -0.1796
C -1.3253 -1.4895 2.3498 -0.6 -0.1 -0.1 -0.1588
C -0.4496 -0.4288 1.6520 0.8 -0.2 0.9 -0.2388
C 0.8498 -0.2631 2.4962 -0.5 1.4 -0.5 -0.0052
N 1.8739 0.1427 1.4523 -0.2 -1.1 -0.1 -0.0005
O 3.1988 -0.2715 1.8390 -0.1 0.4 -0.2 0.0898
C 3.8109 0.6682 2.5129 -0.8 -1.3 -0.8 -0.2875
N 4.3903 1.4595 3.0823 0.9 1.4 1.0 0.2333
C 1.5246 -0.7364 0.2999 0.5 -1.8 -0.3 -0.0777
C 0.0165 -0.7482 0.1666 -1.0 1.0 1.0 -0.2217
C -0.6851 0.2242 -0.7650 0.4 -0.1 -0.4 -0.6010
Cl -2.3908 0.3520 -0.4460 -0.1 -0.2 0.1 0.8224
C -0.2474 0.9428 -1.7987 -0.1 0.0 0.0 -0.6775
C -1.0798 1.8723 -2.6284 0.3 0.1 -0.3 -0.1189
Cl 1.4230 0.8688 -2.3033 0.0 0.1 -0.1 0.7586
H -0.1325 3.7471 2.1092 -0.1 0.0 0.1 0.0762
H -0.9914 5.2901 2.0593 -0.1 -0.1 0.0 0.0725
H -0.5142 4.6103 3.6216 -0.1 0.0 0.0 0.0905
H -2.8909 3.2439 4.5207 0.3 0.0 0.1 0.1308
H -1.2960 2.5251 4.1412 0.0 0.0 0.0 0.1091
H -2.7994 1.5114 2.1262 0.0 0.0 0.1 0.0721
H -4.0716 1.6310 3.3226 0.1 -0.1 0.0 0.1241
H -3.0751 0.0422 4.7702 0.3 0.1 0.0 0.0777
H -1.4536 0.3052 4.1305 -0.1 0.0 0.1 0.1033
H -3.0504 -1.8398 3.5269 0.0 0.0 -0.2 0.1044
H -3.4069 -0.8304 2.1428 0.1 0.1 0.0 0.0888
H -0.7584 -1.9220 3.1738 0.0 -0.1 -0.1 0.0985
H -1.5276 -2.3195 1.6634 0.2 0.1 0.0 0.1157
H -0.9019 0.5607 1.7406 -0.3 -0.2 -0.5 0.1090
H 1.2224 -1.1401 3.0211 0.0 -0.1 -0.2 0.1390
H 0.7096 0.6123 3.1328 0.3 -0.4 0.4 0.1390
H 1.8717 1.1435 1.2237 0.1 0.0 0.0 0.2165
H 2.1763 -0.6196 -0.5576 -0.2 0.6 0.1 0.0835
H 1.7841 -1.7296 0.6945 -0.1 0.2 0.1 0.1523
H -0.3425 -1.7638 -0.0131 0.2 0.0 -0.4 0.1490
H -1.2147 2.8194 -2.0976 -0.1 -0.1 0.0 0.0684
H -2.0441 1.4311 -2.8784 0.0 0.1 0.2 0.0694
H -0.5554 2.0860 -3.5605 -0.1 0.0 0.1 0.0744
O 0.7831 -3.6464 2.7599 0.1 0.2 -0.2 0.0771
C 0.4819 -4.8090 2.6425 0.2 -0.1 0.0 -0.4758
O -0.3126 -5.4173 3.5311 0.0 0.0 0.0 0.0385
C -0.4282 -6.8262 3.2184 0.0 -0.2 -0.1 -0.1271
C -0.0818 -6.9281 1.7382 0.0 0.0 0.0 -0.1429
C 0.9198 -5.7899 1.5748 -0.2 -0.1 0.0 -0.0651
H 0.2703 -7.3694 3.8569 0.0 0.0 0.0 0.1282
H -1.4406 -7.1449 3.4502 0.0 0.1 0.0 0.1270
H 0.2993 -7.9087 1.4626 0.1 0.0 0.0 0.1261
H -0.9516 -6.7193 1.1168 0.0 -0.1 0.1 0.0861
H 1.9447 -6.0926 1.8011 0.0 0.0 0.0 0.1343
H 0.8863 -5.3298 0.5897 0.1 0.1 0.0 0.1175
O 5.7573 1.2924 -7.3123 -0.1 0.0 0.0 0.1267
C 5.4503 1.4675 -6.1716 0.2 0.1 -0.1 -0.4809
O 4.2659 2.0326 -5.8188 -0.1 0.0 0.0 0.0277
C 4.1986 2.2067 -4.3964 0.0 0.0 0.1 -0.1752
C 5.1970 1.2052 -3.8242 0.1 0.0 0.0 -0.1563
C 6.2511 1.1399 -4.9266 -0.3 -0.3 0.1 -0.0766
H 4.4687 3.2345 -4.1595 0.0 0.0 0.0 0.1081
H 3.1771 2.0199 -4.0724 0.0 0.0 -0.2 0.0663
H 5.5853 1.4965 -2.8493 0.0 0.1 0.0 0.1130
H 4.7172 0.2277 -3.7241 0.0 0.0 0.0 0.1077
H 7.0191 1.8985 -4.8069 0.0 0.0 0.0 0.1038
H 6.7090 0.1584 -5.0206 0.1 0.1 -0.1 0.1252
O -4.4471 -0.0201 6.5325 0.0 -0.1 0.1 0.1122
C -4.4276 -1.2122 6.6447 -0.2 0.1 -0.1 -0.4888
O -3.2735 -1.9193 6.5935 0.0 0.0 0.0 0.0128
C -3.5487 -3.3325 6.6489 0.0 -0.1 0.0 -0.1495
C -4.9240 -3.4438 7.2959 -0.1 0.1 0.0 -0.1460
C -5.5988 -2.1578 6.8209 0.2 -0.2 0.2 -0.0679
H -3.5356 -3.7236 5.6287 0.0 0.0 0.0 0.1214
H -2.7594 -3.8144 7.2196 0.1 0.1 0.0 0.1261
H -5.4506 -4.3546 7.0201 0.0 0.0 -0.1 0.1173
H -4.8239 -3.4269 8.3815 0.0 0.0 0.0 0.1206
H -6.0871 -2.2798 5.8523 0.0 0.0 0.0 0.1321
H -6.3097 -1.7498 7.5334 -0.1 0.1 -0.1 0.1280
O -1.4159 4.9068 -1.0999 0.0 -0.1 0.0 0.1044
C -1.1194 6.0605 -1.2374 0.0 0.0 0.1 -0.4832
O -0.2186 6.4666 -2.1556 0.0 0.0 0.0 0.0303
C 0.0128 7.8845 -2.0392 0.0 0.1 0.0 -0.1456
C -1.2260 8.4320 -1.3414 -0.1 0.0 0.1 -0.1456
C -1.6318 7.2545 -0.4563 0.0 0.2 -0.3 -0.0735
H 0.9212 8.0344 -1.4523 0.0 0.0 0.0 0.1268
H 0.1656 8.2909 -3.0352 0.0 -0.1 0.0 0.1267
H -1.0361 9.3556 -0.7997 0.0 0.0 0.0 0.1182
H -2.0081 8.6257 -2.0760 0.0 0.0 0.0 0.1209
H -1.1281 7.2725 0.5119 0.0 0.0 0.0 0.1217
H -2.7040 7.1741 -0.3023 0.0 -0.1 0.1 0.1298
O -1.6918 -6.3401 -0.8341 0.0 0.1 -0.1 0.1024
C -1.3347 -6.2628 -1.9766 0.0 0.0 0.0 -0.4730
O -0.7749 -7.3081 -2.6172 0.0 0.0 0.0 0.0345
C -0.3591 -6.9245 -3.9421 0.0 0.0 -0.1 -0.1448
C -1.1999 -5.7004 -4.2803 0.0 0.1 0.1 -0.1411
C -1.3972 -5.0664 -2.9044 -0.1 -0.1 -0.2 -0.0682
H 0.7098 -6.7017 -3.9124 0.0 0.0 0.0 0.1256
H -0.5250 -7.7642 -4.6113 0.0 -0.1 0.1 0.1272
H -0.7275 -5.0491 -5.0123 0.0 0.0 0.0 0.1175
H -2.1658 -6.0124 -4.6772 0.0 0.0 0.0 0.1236
H -0.5826 -4.3865 -2.6420 0.0 0.0 0.0 0.1252
H -2.3498 -4.5566 -2.7939 0.0 0.1 0.1 0.1072
O 6.7360 4.1859 -4.3124 0.0 0.0 0.1 0.1157
C 7.7636 4.7812 -4.1416 -0.2 0.1 0.0 -0.4695
O 8.8839 4.1637 -3.7158 0.0 0.0 0.0 0.0306
C 9.9389 5.1245 -3.5091 0.1 0.1 0.0 -0.1449
C 9.5559 6.3226 -4.3689 -0.1 0.0 0.0 -0.1471
C 8.0294 6.2603 -4.3301 0.3 -0.1 -0.1 -0.0689
H 9.9726 5.3687 -2.4456 0.0 0.0 0.0 0.1269
H 10.8817 4.6672 -3.7964 0.0 -0.1 0.0 0.1265
H 9.9760 7.2578 -4.0063 0.0 0.0 0.1 0.1172
H 9.9034 6.1694 -5.3909 0.0 0.0 0.0 0.1208
H 7.6136 6.7930 -3.4730 0.0 0.0 0.0 0.1320
H 7.5565 6.6166 -5.2407 -0.1 0.0 0.1 0.1280
O -5.2278 -4.5112 -3.2638 0.1 0.0 0.0 0.1251
C -5.3640 -3.7319 -2.3685 -0.1 -0.1 -0.1 -0.4840
O -4.6452 -3.8224 -1.2189 0.1 0.0 0.0 0.0141
C -5.0560 -2.8096 -0.2899 0.0 0.1 0.1 -0.1566
C -5.6985 -1.7261 -1.1448 -0.1 0.1 -0.1 -0.1549
C -6.2954 -2.5373 -2.2932 0.2 0.2 0.2 -0.0660
H -5.7591 -3.2521 0.4194 0.0 0.0 0.0 0.1294
H -4.1780 -2.4650 0.2544 0.0 -0.1 0.0 0.1024
H -6.4189 -1.1218 -0.5973 0.0 0.0 0.0 0.1188
H -4.9256 -1.0608 -1.5344 0.0 0.0 0.0 0.0913
H -7.3019 -2.8963 -2.0738 0.0 0.0 0.0 0.1342
H -6.3012 -2.0054 -3.2400 -0.1 -0.1 -0.1 0.1273

Record 2
126
Properties=species:S:1:pos:R:3:forces:R:3:lowdin_charge:R:1 method="wB97M-V/def2-TZVPD" homo_lumo_gap_ev=8.5 e_tot_ev=-81834.2909
O -0.6942 -23.5873 -7.1229 -2.1 1.5 1.5 0.0833
C -1.7496 -23.0515 -6.7619 2.3 -2.8 -1.3 -0.4604
O -2.3279 -23.2726 -5.5661 1.2 -0.2 0.3 0.0272
C -3.6108 -22.6897 -5.4361 -0.6 -0.2 -1.4 -0.1246
C -4.0010 -22.3218 -6.9403 -0.1 0.0 1.6 -0.1082
C -2.6631 -22.3492 -7.6933 -1.3 1.2 0.4 -0.0754
H -3.5809 -21.9422 -4.6433 0.0 0.4 -0.4 0.1208
H -4.3178 -23.4646 -5.1401 0.2 0.0 0.3 0.0975
H -4.5276 -21.3674 -6.9355 0.0 0.0 -0.4 0.0851
H -4.6999 -23.1163 -7.2016 0.0 0.2 -0.5 0.0889
H -2.3333 -21.3150 -7.7926 0.3 0.0 -0.3 0.1174
H -2.6786 -22.8327 -8.6701 0.1 0.1 0.2 0.1285
O -2.4612 -15.5526 -5.1763 -1.8 -3.7 -2.5 0.0387
C -2.9305 -16.5768 -5.7665 3.0 4.5 0.9 -0.4317
O -3.6023 -17.4739 -5.1161 -1.6 2.2 3.1 0.0440
C -3.9266 -18.5967 -5.8049 0.0 -1.1 -1.7 -0.1736
C -3.7050 -18.1915 -7.2959 1.1 -1.7 0.2 -0.1318
C -2.6606 -17.0968 -7.2046 -0.1 0.9 1.1 -0.0513
H -4.9004 -19.0443 -5.6061 -0.2 0.6 0.3 0.0994
H -3.1765 -19.2395 -5.3442 0.1 -1.3 -1.1 0.1327
H -4.5295 -17.8355 -7.9134 -0.4 -0.2 0.6 0.1059
H -3.3454 -19.1400 -7.6947 0.2 0.2 -0.8 0.0839
H -2.7293 -16.3221 -7.9683 -0.2 0.0 0.2 0.1268
H -1.6049 -17.3610 -7.1435 0.0 -0.6 -0.2 0.1287
O -7.6566 -19.4051 -12.5250 2.4 -0.6 1.4 0.0910
C -6.6322 -19.7406 -11.9272 -2.7 1.1 -1.0 -0.4033
O -6.0172 -18.8892 -11.0469 -1.5 1.0 -0.5 0.0118
C -4.8712 -19.4256 -10.4580 0.7 -1.6 -0.9 -0.1622
C -4.6023 -20.6292 -11.3555 2.6 -1.4 0.9 -0.1722
C -5.8898 -21.0373 -11.9692 0.0 0.2 0.1 -0.0731
H -5.0695 -19.7877 -9.4492 -0.1 0.5 0.2 0.1062
H -4.0001 -18.7734 -10.5204 -0.5 0.5 0.3 0.1354
H -4.2367 -21.4494 -10.7376 0.2 -0.1 0.2 0.1034
H -3.7652 -20.4863 -12.0389 -0.3 0.5 -0.3 0.1216
H -6.3232 -21.7409 -11.2584 -0.7 -0.1 -0.5 0.1174
H -5.8011 -21.4527 -12.9731 -0.3 0.0 0.2 0.1409
O -8.6824 -22.7872 -11.2421 -1.0 -3.2 0.3 0.0713
C -8.9632 -23.9962 -11.1743 0.9 3.5 -0.5 -0.4078
O -7.9448 -24.9019 -11.1947 -0.4 0.9 0.2 0.0003
C -8.4128 -26.2154 -11.1300 -1.8 -1.5 -0.7 -0.1690
C -9.9797 -26.1514 -11.2950 0.1 0.5 -0.1 -0.1209
C -10.3152 -24.6730 -11.0015 1.0 -0.8 0.7 -0.0645
H -8.0942 -26.7401 -10.2293 0.1 0.3 0.1 0.1139
H -8.0694 -26.7697 -12.0034 0.5 0.1 0.2 0.1203
H -10.5478 -26.8297 -10.6585 0.3 0.0 0.1 0.1097
H -10.2325 -26.3914 -12.3277 0.0 0.0 0.0 0.1074
H -10.4814 -24.5724 -9.9289 -0.2 0.1 0.2 0.1097
H -11.1979 -24.2483 -11.4796 0.5 0.2 -0.3 0.1265
O -4.8937 -15.8519 -11.3992 1.4 -0.4 -1.1 0.1353
C -5.9457 -15.9329 -10.8784 -1.6 1.6 0.7 -0.4893
O -6.0214 -15.8085 -9.5174 -0.7 -0.1 0.9 0.0205
C -7.3620 -16.0238 -9.0402 -0.8 -2.1 -0.7 -0.1527
C -8.1931 -16.3241 -10.2927 -0.7 -1.1 0.2 -0.1762
C -7.3577 -15.9244 -11.4785 -0.1 0.5 0.3 -0.0630
H -7.8714 -15.3470 -8.3542 1.0 1.1 -0.4 0.1241
H -7.4820 -16.9749 -8.5215 1.1 0.1 0.4 0.0698
H -9.1916 -15.9270 -10.1097 0.0 0.3 -0.8 0.1172
H -8.3185 -17.4007 -10.4075 -0.1 -0.2 0.4 0.0872
H -7.6999 -14.9252 -11.7479 0.8 0.3 -0.4 0.1276
H -7.4169 -16.5645 -12.3588 -0.1 -0.1 0.2 0.1200
O -11.0375 -22.4375 -8.6677 -2.5 -0.5 0.7 0.0666
C -12.2365 -22.5069 -8.3716 3.3 1.3 -1.1 -0.4201
O -13.1757 -22.4047 -9.3423 0.1 0.1 -0.8 0.0237
C -14.5014 -22.4006 -8.7675 0.5 -0.3 -0.7 -0.1368
C -14.2214 -23.0220 -7.4832 -1.4 -0.3 3.2 -0.1984
C -12.9017 -22.5495 -7.0388 1.2 0.5 0.3 -0.1015
H -15.2049 -23.0014 -9.3439 0.3 0.3 -0.4 0.1382
H -14.8653 -21.3833 -8.6232 0.1 0.1 -0.4 0.1329
H -14.0475 -24.0978 -7.4625 -1.3 -0.2 -0.3 0.1403
H -14.9141 -22.5825 -6.7655 -0.7 -1.2 0.3 0.1328
H -12.4269 -23.1719 -6.2804 0.1 -0.1 -0.5 0.1193
H -12.9025 -21.5670 -6.5668 0.1 0.4 -0.3 0.1211
O -12.1933 -17.9948 -14.1332 0.2 -0.5 -0.2 0.1158
C -12.0348 -19.0023 -13.4889 -0.5 3.2 -0.2 -0.5268
O -12.9131 -19.9777 -13.5234 -2.0 -0.5 -1.9 0.0603
C -12.6673 -20.9775 -12.6058 -0.2 -0.5 1.6 -0.1880
C -11.6891 -20.3557 -11.6655 1.8 -1.2 1.1 -0.1684
C -10.9849 -19.2798 -12.5032 -0.3 -1.5 1.3 -0.0475
H -12.2785 -21.8777 -13.0818 -0.1 0.0 -0.1 0.1310
H -13.5541 -21.1800 -12.0053 -0.4 -0.4 -0.6 0.1233
H -11.0447 -21.1558 -11.3012 0.5 0.1 -0.1 0.0943
H -12.1121 -19.9958 -10.7276 -0.5 0.5 -0.3 0.1068
H -10.2244 -19.7376 -13.1358 0.9 0.3 0.6 0.1347
H -10.7240 -18.4916 -11.7970 0.6 0.4 -1.0 0.1302
C -13.4334 -17.9619 -7.0616 -1.0 0.3 0.0 -0.1381
O -14.8235 -18.0216 -7.4930 1.0 0.1 0.2 -0.1269
H -12.9345 -18.9044 -7.2873 0.3 0.2 -0.1 0.0549
H -12.9739 -17.0948 -7.5360 0.0 -0.3 -0.5 0.0828
H -13.3451 -17.7353 -5.9991 -0.2 -0.3 0.2 0.0680
H -15.2091 -18.8062 -7.0963 -0.1 0.0 0.1 0.0556
C -7.3040 -20.8630 -4.2920 -1.8 -1.2 -0.2 -0.2001
O -6.4524 -19.8355 -3.9832 1.5 1.0 0.2 -0.1018
H -7.3033 -21.6994 -3.5930 0.3 -0.1 0.4 0.0796
H -8.3358 -20.5128 -4.3198 -0.1 0.0 -0.2 0.0605
H -7.0872 -21.3115 -5.2615 0.3 0.4 -0.1 0.0617
H -6.6911 -19.4642 -3.1307 0.0 0.0 0.0 0.0978
N -6.1675 -25.7177 -7.1032 0.7 -0.4 -3.3 -0.0081
C -6.3361 -25.4022 -5.8527 -2.8 3.8 2.6 -0.1368
C -7.3210 -24.2986 -5.8438 1.9 -2.1 0.2 -0.0773
C -7.6578 -24.0403 -7.1967 0.0 -1.2 1.2 -0.1091
C -6.9683 -24.9739 -7.9487 0.3 1.4 -0.3 -0.1360
H -5.3447 -26.2057 -7.4269 -0.4 -0.3 -0.1 0.1607
H -5.7712 -25.8453 -5.0459 -0.2 0.0 -0.1 0.1117
H -7.7102 -23.7900 -4.9741 0.1 -0.2 0.0 0.0654
H -8.4279 -23.3524 -7.5127 0.2 0.1 -0.3 0.0845
H -6.8110 -24.8187 -9.0059 0.2 -0.9 -0.1 0.0978
N -11.9143 -21.6735 -3.8076 1.2 0.3 -1.0 0.0438
C -12.0210 -20.3097 -4.0158 -2.3 0.0 1.5 -0.1405
C -11.1692 -19.8711 -4.9698 -0.6 1.5 0.5 -0.1192
C -10.4864 -20.9783 -5.3677 2.4 -3.2 -0.9 -0.1621
C -10.8923 -22.0753 -4.6495 -0.4 0.2 0.1 -0.1523
H -12.3853 -22.2995 -3.1701 -0.1 0.6 0.0 0.1492
H -12.8012 -19.7446 -3.5277 0.1 -0.1 0.2 0.1087
H -11.0542 -18.8334 -5.2459 0.0 -0.2 -0.2 0.0997
H -9.6445 -21.1755 -6.0148 -0.1 0.8 -0.5 0.0908
H -10.5147 -23.0831 -4.7402 -0.2 0.0 0.3 0.1146
N -8.9217 -20.1402 -8.6310 1.5 0.0 1.1 0.0649
C -7.7838 -20.1347 -7.7594 -2.0 1.6 -0.8 -0.0848
C -7.9073 -18.9392 -7.0591 0.6 -1.5 0.6 -0.1263
C -9.0866 -18.2882 -7.4473 1.0 1.3 1.9 -0.1645
C -9.6729 -19.0112 -8.3905 -1.3 -1.9 -1.3 -0.1485
H -9.2307 -20.9281 -9.1822 0.1 0.1 -0.1 0.1053
H -7.0279 -20.9050 -7.7203 -0.3 -0.1 -0.2 0.0882
H -7.3969 -18.6577 -6.1499 0.6 0.0 -0.3 0.0939
H -9.3743 -17.4065 -6.8939 -0.5 0.1 -0.5 0.1138
H -10.6760 -18.9353 -8.7834 0.2 0.1 -0.4 0.1090

Computed E_LUMO (eV) in order:
-2.73, -0.17
Computed max |F| (eV/Å) in order:
1.966, 5.493
Computed HOMO (eV) in order:
-11.196, -8.678